{"formula": "C10H14N2O2PdS", "method": "ωB97M-V/def2-TZVPD", "species": ["Pd", "N", "C", "C", "C", "N", "H", "H", "H", "H", "H", "H", "H", "H", "H", "H", "O", "C", "O", "C", "C", "C", "C", "C", "C", "S", "H", "H", "H", "H"], "coordinates": [[0.460, 1.429, 0.565], [3.372, -0.011, 1.211], [2.925, -1.327, 0.770], [1.915, -2.066, 1.660], [0.444, -1.710, 1.470], [0.123, -0.331, 1.801], [2.629, 0.680, 1.015], [3.491, -0.008, 2.219], [3.804, -1.975, 0.655], [2.490, -1.199, -0.225], [2.194, -1.915, 2.713], [2.013, -3.144, 1.473], [-0.155, -2.421, 2.065], [0.171, -1.865, 0.423], [0.363, -0.116, 2.762], [-0.892, -0.151, 1.695], [-2.000, 2.167, 2.657], [-2.320, 1.783, 1.516], [-2.509, 0.588, 1.143], [-2.672, 2.869, 0.487], [-4.032, 3.170, 0.448], [-4.573, 4.142, -0.384], [-3.709, 4.841, -1.218], [-2.356, 4.550, -1.200], [-1.782, 3.570, -0.364], [-0.028, 3.385, -0.508], [-4.688, 2.607, 1.106], [-5.639, 4.346, -0.381], [-4.087, 5.608, -1.889], [-1.682, 5.088, -1.858]], "total_charge": -2, "energy_ev": -31987.7256, "relative_energy_kcal_mol": 0.00, "max_force_ev_per_a": 0.1, "homo_energy_ev": 0.76, "homo_lumo_gap_ha": 0.174}

***

{"formula": "C10H14N2Si", "method": "ωB97M-V/def2-TZVPD", "species": ["C", "Si", "C", "C", "C", "N", "N", "C", "C", "C", "C", "C", "C", "H", "H", "H", "H", "H", "H", "H", "H", "H", "H", "H", "H", "H", "H"], "coordinates": [[-1.993, 1.821, -0.138], [-0.167, 1.328, 0.354], [1.122, 2.683, 0.176], [0.055, 0.801, 2.144], [0.344, -0.122, -0.866], [1.074, -0.061, -1.939], [1.462, -1.106, -2.589], [1.013, -2.223, -1.934], [1.403, -3.504, -2.153], [0.801, -4.510, -1.358], [-0.055, -4.154, -0.249], [-0.260, -2.808, 0.073], [0.250, -1.900, -0.811], [-2.677, 1.949, 0.722], [-1.842, 2.898, -0.560], [-2.346, 1.062, -0.794], [0.803, 3.667, 0.446], [1.931, 2.371, 0.802], [1.516, 2.766, -0.844], [0.980, 1.305, 2.501], [-0.787, 1.235, 2.582], [0.137, -0.307, 2.310], [1.236, 0.756, -2.396], [1.980, -3.829, -2.927], [1.151, -5.520, -1.651], [-0.660, -4.848, 0.326], [-0.858, -2.530, 0.947]], "total_charge": 0, "energy_ev": -21452.9167, "relative_energy_kcal_mol": 40.58, "max_force_ev_per_a": 5.9, "homo_energy_ev": -7.55, "smiles": "C[Si](C)(C)c1[nH]nc2ccccc12", "homo_lumo_gap_ha": 0.304}

***

{"formula": "C10H14N3OP", "method": "ωB97M-V/def2-TZVPD", "species": ["C", "C", "O", "N", "C", "C", "C", "C", "C", "C", "N", "P", "N", "C", "C", "H", "H", "H", "H", "H", "H", "H", "H", "H", "H", "H", "H", "H", "H"], "coordinates": [[-0.777, 1.314, 2.640], [-0.045, 1.661, 1.450], [0.663, 2.669, 1.468], [-0.163, 0.859, 0.408], [0.220, 1.153, -0.937], [1.030, 2.164, -1.402], [1.350, 2.139, -2.739], [0.877, 1.133, -3.578], [-0.059, 0.210, -3.108], [-0.353, 0.198, -1.778], [-1.096, -0.915, -1.207], [-1.506, -0.681, 0.387], [-0.557, -1.942, 0.983], [0.720, -2.443, 0.454], [-0.627, -2.180, 2.463], [-0.133, 1.136, 3.471], [-1.185, 0.340, 2.633], [-1.464, 2.091, 3.044], [1.538, 2.685, -0.673], [1.847, 2.878, -3.364], [1.082, 1.244, -4.598], [-0.589, -0.426, -3.729], [-1.908, -1.082, -1.844], [0.672, -2.574, -0.598], [1.480, -1.695, 0.710], [0.797, -3.377, 0.917], [-0.104, -1.366, 3.032], [-1.667, -2.166, 2.682], [-0.041, -3.028, 2.815]], "total_charge": 0, "energy_ev": -26403.0986, "relative_energy_kcal_mol": 23.55, "max_force_ev_per_a": 3.6, "homo_energy_ev": -7.99, "smiles": "CC(=O)N1c2ccccc2NP1N(C)C", "homo_lumo_gap_ha": 0.321}

***

{"formula": "C10H14N4O", "method": "ωB97M-V/def2-TZVPD", "species": ["N", "C", "C", "N", "C", "N", "C", "N", "H", "H", "H", "H", "C", "C", "C", "C", "O", "C", "C", "H", "H", "H", "H", "H", "H", "H", "H", "H", "H"], "coordinates": [[-3.491, -2.057, 2.359], [-3.639, -1.789, 1.189], [-3.907, -1.484, -0.085], [-4.019, -0.165, -0.591], [-4.046, 1.050, -0.074], [-3.947, 1.931, -1.042], [-4.046, 1.208, -2.174], [-4.085, -0.072, -1.907], [-2.597, -2.190, 2.692], [-3.968, -2.213, -0.928], [-3.685, 1.162, 0.920], [-3.772, 1.617, -3.204], [1.204, 1.085, 2.555], [1.823, 0.181, 1.487], [0.965, -0.414, 0.376], [0.124, -1.426, 0.488], [-0.322, -2.473, 0.801], [0.976, 0.197, -1.027], [2.396, 0.388, -1.714], [1.984, 1.394, 3.129], [0.533, 1.826, 2.245], [0.532, 0.576, 3.194], [2.276, -0.628, 1.948], [2.432, 0.883, 0.971], [0.440, -0.394, -1.751], [0.468, 1.109, -0.888], [2.160, 0.587, -2.802], [3.066, -0.520, -1.611], [3.066, 1.221, -1.486]], "total_charge": 0, "energy_ev": -18600.2957, "relative_energy_kcal_mol": 78.85, "max_force_ev_per_a": 3.1, "homo_energy_ev": -8.57, "smiles": "N=C=Cn1cncn1.CCC(=C=O)CC", "homo_lumo_gap_ha": 0.335}

***

{"formula": "C10H14N4O8S2Zn", "method": "ωB97M-V/def2-TZVPD", "species": ["Zn", "S", "O", "O", "O", "O", "S", "O", "O", "O", "O", "C", "C", "N", "H", "H", "H", "C", "C", "N", "H", "H", "H", "C", "C", "N", "H", "H", "H", "N", "C", "C", "C", "C", "H", "H", "H", "H", "H"], "coordinates": [[7.064, 0.398, -20.285], [6.786, -0.727, -17.907], [7.845, -0.487, -16.962], [5.666, -1.518, -17.386], [6.285, 0.622, -18.445], [7.282, -1.314, -19.210], [10.306, 1.059, -19.758], [8.874, 0.989, -20.293], [10.311, 1.997, -18.618], [10.707, -0.285, -19.308], [11.125, 1.546, -20.887], [5.436, 3.746, -23.027], [6.046, 3.118, -21.854], [6.543, 2.611, -20.954], [4.410, 3.980, -22.760], [5.469, 3.033, -23.852], [6.074, 4.572, -23.335], [2.346, -0.775, -20.668], [3.740, -0.349, -20.801], [4.826, -0.004, -20.908], [1.725, -0.121, -21.269], [2.185, -0.829, -19.589], [2.228, -1.807, -21.000], [7.548, -2.681, -23.787], [7.429, -1.516, -22.912], [7.356, -0.593, -22.241], [6.530, -2.966, -24.055], [8.075, -3.484, -23.286], [8.040, -2.347, -24.700], [7.007, 2.927, -17.088], [6.116, 3.338, -16.134], [6.564, 4.543, -15.653], [7.786, 4.856, -16.311], [8.014, 3.812, -17.183], [6.905, 2.093, -17.681], [5.226, 2.777, -15.907], [6.076, 5.189, -14.934], [8.368, 5.754, -16.180], [8.839, 3.617, -17.854]], "total_charge": -2, "energy_ev": -103026.6782, "max_force_ev_per_a": 1.5, "homo_energy_ev": -0.40, "homo_lumo_gap_ha": 0.143}

***

{"formula": "C10H14NO2", "method": "ωB97M-V/def2-TZVPD", "species": ["C", "C", "C", "C", "C", "C", "C", "C", "C", "C", "N", "O", "O", "H", "H", "H", "H", "H", "H", "H", "H", "H", "H", "H", "H", "H", "H"], "coordinates": [[-2.217, -1.605, -2.074], [-2.093, -0.243, -2.370], [-1.278, -2.338, -1.437], [-1.139, 0.483, -1.809], [-0.214, -1.597, -0.883], [-0.141, -0.115, -1.036], [-0.074, 2.418, 0.308], [0.882, -0.035, 3.310], [0.509, -1.081, 2.592], [1.877, 0.535, 0.114], [0.694, 0.675, -0.211], [0.783, 3.299, -0.239], [2.439, -0.643, -0.148], [-2.989, -2.129, -2.528], [-2.908, 0.164, -2.927], [-1.432, -3.366, -1.430], [-1.109, 1.545, -1.923], [0.382, -2.171, -0.084], [-0.999, 2.325, -0.166], [1.749, -0.159, 3.990], [0.266, 0.936, 3.213], [-0.030, 2.396, 1.391], [-0.285, -1.266, 1.976], [1.102, -2.031, 2.666], [2.515, 1.296, 0.517], [0.410, 3.623, -1.081], [3.302, -0.916, 0.270]], "total_charge": 1, "energy_ev": -16171.7773, "relative_energy_kcal_mol": 101.56, "max_force_ev_per_a": 5.3, "homo_energy_ev": -12.54, "homo_lumo_gap_ha": 0.332}

***

{"formula": "C10H14NS", "method": "ωB97M-V/def2-TZVPD", "species": ["N", "C", "C", "C", "C", "C", "C", "C", "C", "C", "C", "S", "H", "H", "H", "H", "H", "H", "H", "H", "H", "H", "H", "H", "H", "H"], "coordinates": [[1.018, -1.900, -1.614], [0.114, -0.714, -1.411], [0.349, 0.392, -0.680], [1.619, 0.740, -0.033], [1.744, 1.984, 0.440], [0.728, 2.961, 0.249], [-0.467, 2.590, -0.273], [-0.863, 1.161, -0.381], [-1.559, 0.502, 0.973], [-1.046, -0.844, 1.457], [-1.202, -1.893, 0.647], [-0.340, -3.444, 0.827], [2.020, -1.644, -1.267], [1.196, -2.265, -2.549], [0.631, -2.739, -0.959], [-0.692, -0.969, -1.968], [2.525, 0.137, 0.073], [2.767, 2.306, 0.951], [1.151, 3.996, 0.437], [-1.269, 3.260, -0.457], [-1.731, 1.209, -1.116], [-1.413, 1.144, 1.724], [-2.662, 0.604, 0.657], [-0.614, -1.099, 2.337], [-1.699, -1.974, -0.253], [-0.306, -3.501, 2.189]], "total_charge": 1, "energy_ev": -22911.6082, "relative_energy_kcal_mol": 114.94, "max_force_ev_per_a": 5.3, "homo_energy_ev": -11.97, "smiles": "[NH3+]/C=C1\\C=CC=C[C@@H]1C/C=C/S", "homo_lumo_gap_ha": 0.306}

***

{"formula": "C10H14Si", "method": "ωB97M-V/def2-TZVPD", "species": ["C", "C", "C", "C", "C", "C", "C", "C", "C", "C", "Si", "H", "H", "H", "H", "H", "H", "H", "H", "H", "H", "H", "H", "H", "H"], "coordinates": [[-2.782, 1.405, -1.039], [-1.845, 2.334, -0.550], [-2.474, 0.041, -0.932], [-0.649, 1.851, 0.029], [-1.153, -0.449, -0.584], [-0.311, 0.473, 0.016], [-0.867, -1.891, -0.617], [0.662, -2.103, -0.610], [2.780, 0.632, -0.317], [1.404, -0.406, 2.504], [1.261, -0.196, 0.619], [-3.777, 1.865, -1.368], [-1.919, 3.479, -0.463], [-3.386, -0.623, -1.139], [0.101, 2.554, 0.393], [-1.289, -2.154, 0.374], [-1.454, -2.381, -1.436], [1.096, -3.038, -0.360], [1.057, -1.881, -1.631], [3.267, 1.485, 0.143], [3.764, 0.051, -0.394], [2.426, 0.650, -1.328], [0.863, -1.388, 2.870], [2.309, -0.772, 2.898], [0.917, 0.462, 2.923]], "total_charge": 0, "energy_ev": -18472.9716, "relative_energy_kcal_mol": 60.86, "max_force_ev_per_a": 4.0, "homo_energy_ev": -8.59, "homo_lumo_gap_ha": 0.345}

***

Q: Which formula does entry 7 have?
A: C10H14NS